# 1
The following is a quantum chemistry calculation of a cluster of 2 separate species, C4H10N2O in total, from the Open Molecules 2025 dataset.

Positions of all 17 atoms, in Å:
C 1.81 -0.88 1.38
C 0.48 -0.86 0.69
N 0.54 -1.02 -0.73
N -0.69 -0.80 1.21
O 1.65 -1.00 -1.32
H -0.65 -0.83 2.22
H 2.48 -0.16 0.91
H 1.70 -0.65 2.44
H 2.28 -1.86 1.27
C -1.81 1.32 -0.61
C -0.66 1.01 -1.46
H 0.30 1.46 -1.22
H -2.77 1.17 -1.11
H -1.78 2.35 -0.24
H -1.75 0.61 0.33
H -0.34 -0.64 -1.24
H -0.80 0.77 -2.51

Summary:
* frontier orbital gap (alpha / beta): 8.8 / 7.7 eV
* LUMO level (alpha / beta): 0.17 / -0.25 eV
* HOMO level (alpha / beta): -8.61 / -7.98 eV

# 2
The following is a quantum chemistry calculation of an isolated molecule of C4H10N2O, from the Open Molecules 2025 dataset.

Positions of all 17 atoms, in Å:
C -0.22 -1.02 1.99
N -1.17 -0.28 1.19
C -0.80 0.75 0.30
O -1.40 1.81 0.24
N 0.31 0.48 -0.49
C 0.73 1.56 -1.37
C 0.47 -0.84 -1.07
H 0.50 -1.64 1.43
H 0.36 -0.35 2.63
H -0.77 -1.69 2.64
H -2.07 -0.70 1.01
H 1.75 1.37 -1.71
H 0.69 2.51 -0.85
H 0.08 1.63 -2.25
H -0.02 -1.60 -0.46
H 0.01 -0.88 -2.07
H 1.53 -1.09 -1.17

Summary:
* frontier orbital gap: 10.1 eV
* LUMO level: 0.86 eV
* HOMO level: -9.25 eV

# 3
The following is a quantum chemistry calculation of an isolated molecule of C4H10N2O, from the Open Molecules 2025 dataset.

Positions of all 17 atoms, in Å:
N 1.72 1.39 0.82
C 1.33 -0.06 0.92
C 0.80 -0.57 -0.38
C -0.41 0.24 -0.91
N -1.59 0.10 -0.09
C -2.68 -0.68 -0.36
O -3.19 -1.48 0.38
H 2.34 1.59 1.60
H 2.21 1.54 -0.05
H 0.59 -0.08 1.72
H 2.22 -0.57 1.27
H 0.40 -1.58 -0.22
H 1.44 -0.66 -1.26
H -0.11 1.28 -1.04
H -0.65 -0.17 -1.89
H -1.43 0.27 0.89
H -3.01 -0.57 -1.41

Summary:
* frontier orbital gap: 10.4 eV
* LUMO level: 0.93 eV
* HOMO level: -9.44 eV

# 4
The following is a quantum chemistry calculation of a structure of composition C4H10N2O, from the Open Molecules 2025 dataset.

Positions of all 17 atoms, in Å:
C 0.07 0.94 -0.54
C 0.47 -1.47 -0.50
N 0.16 -0.23 0.18
N 0.43 2.04 0.11
C -1.33 0.11 0.49
C -2.32 -0.76 0.26
O 2.58 0.67 0.55
H 2.59 0.21 1.40
H 0.30 0.82 -1.60
H 0.49 2.86 -0.47
H 1.77 1.60 0.49
H -1.42 0.89 1.23
H -0.13 -1.64 -1.40
H 0.29 -2.30 0.19
H 1.50 -1.39 -0.82
H -3.22 -0.74 0.86
H -2.24 -1.59 -0.43

Summary:
* frontier orbital gap: 8.9 eV
* LUMO level: -0.11 eV
* HOMO level: -9.05 eV

# 5
The following is a quantum chemistry calculation of a structure of composition C4H10N2O, from the Open Molecules 2025 dataset.

Positions of all 17 atoms, in Å:
C -1.14 -0.12 0.23
C -0.93 1.33 0.56
C 2.23 -0.05 -0.55
N -1.46 -0.43 -1.10
C 0.48 0.81 0.59
O -1.89 -0.77 1.19
N 1.17 0.74 -0.55
H -1.97 -1.70 0.96
H 0.44 -1.66 0.32
H -1.43 0.37 -1.72
H -0.86 -1.12 -1.53
H -1.14 2.04 -0.24
H -1.33 1.64 1.52
H 0.90 0.52 1.55
H 1.21 -1.55 -0.10
H 2.89 -0.06 0.33
H 2.84 0.00 -1.45

Summary:
* frontier orbital gap: 8.4 eV
* LUMO level: 0.52 eV
* HOMO level: -7.86 eV

# 6
The following is a quantum chemistry calculation of an isolated molecule of C4H10N2O, from the Open Molecules 2025 dataset.

Positions of all 17 atoms, in Å:
C 0.02 1.34 1.29
C -0.82 0.31 0.53
C -0.92 -1.03 1.24
N -0.29 0.13 -0.83
C 0.99 -0.19 -1.14
N 1.20 -0.36 -2.50
O 1.90 -0.31 -0.34
H -0.38 1.50 2.29
H 0.99 0.93 1.45
H 0.12 2.22 0.67
H -1.83 0.69 0.39
H -1.85 -1.58 1.07
H -0.87 -0.95 2.32
H -0.08 -1.67 0.96
H -0.89 0.39 -1.58
H 0.54 -0.77 -3.13
H 2.15 -0.65 -2.70

Summary:
* frontier orbital gap: 10.4 eV
* LUMO level: 0.85 eV
* HOMO level: -9.58 eV

# 7
The following is a quantum chemistry calculation of an isolated molecule of C4H10N2O, from the Open Molecules 2025 dataset.

Positions of all 17 atoms, in Å:
C -0.68 -0.55 -0.71
C -1.49 0.26 -1.64
C -0.95 -0.06 1.09
C 0.52 0.00 -0.08
N 2.54 -0.77 0.99
O 1.35 -1.11 0.31
N 0.97 1.20 -0.39
H -0.64 -1.63 -0.88
H 2.29 -0.29 1.86
H 3.03 -0.09 0.40
H 1.48 1.65 0.37
H -1.00 0.24 -2.63
H -1.52 1.31 -1.34
H -2.50 -0.13 -1.74
H -1.55 0.85 1.01
H -0.29 0.06 1.96
H -1.55 -0.92 1.40

Summary:
* frontier orbital gap: 9.5 eV
* LUMO level: 0.81 eV
* HOMO level: -8.70 eV

# 8
The following is a quantum chemistry calculation of the ion C4H10N2O with charge +1, from the Open Molecules 2025 dataset.

Positions of all 17 atoms, in Å:
O -2.36 1.70 2.57
C -1.27 1.25 2.37
N -0.89 0.74 1.11
C 0.28 -0.04 0.88
C 0.10 -1.13 -0.21
C 0.08 -0.61 -1.64
N 1.46 -0.07 -1.91
H -0.49 1.24 3.13
H -1.27 1.20 0.29
H 1.04 0.66 0.48
H 0.51 -0.56 1.80
H -0.64 -1.91 0.00
H 0.97 -1.77 -0.05
H -0.58 0.24 -1.77
H -0.12 -1.46 -2.28
H 1.37 0.92 -1.98
H 1.80 -0.40 -2.80

Summary:
* net charge: +1
* 2S+1: 2
* frontier orbital gap (alpha / beta): 10.2 / 4.7 eV
* LUMO level (alpha / beta): -3.91 / -9.04 eV
* <S²>: 0.76
* HOMO level (alpha / beta): -14.09 / -13.74 eV

# 9
The following is a quantum chemistry calculation of a cluster of 2 separate species, C4H10N2O2 in total, from the Open Molecules 2025 dataset.

Positions of all 18 atoms, in Å:
C -1.69 -0.01 -1.62
N -1.37 -0.90 -0.81
C -0.45 -0.65 0.25
C -1.18 -0.67 1.59
N 0.61 -1.60 0.24
H -2.42 -0.24 -2.38
H -1.33 1.03 -1.57
H 0.05 0.45 0.14
H -0.45 -0.58 2.39
H -1.89 0.15 1.65
H -1.71 -1.61 1.68
H 1.43 -1.20 0.71
H 0.90 -1.81 -0.71
O 2.45 0.57 0.47
C 1.72 1.47 0.10
O 1.72 1.95 -1.16
H 1.33 2.25 0.78
H 2.27 1.39 -1.72

Summary:
* frontier orbital gap: 9.8 eV
* LUMO level: 0.67 eV
* HOMO level: -9.13 eV

# 10
The following is a quantum chemistry calculation of a cluster of 2 separate species, C4H10N2O2 in total, from the Open Molecules 2025 dataset.

Positions of all 18 atoms, in Å:
C 0.22 2.17 1.09
N 0.51 1.82 -0.34
O 0.07 2.59 -1.23
C 0.99 0.68 -0.54
N 1.98 -0.14 -0.51
C 1.58 -1.60 -0.74
O 3.15 0.14 -0.44
H 0.57 3.16 1.53
H -0.81 2.17 1.32
H 0.70 1.28 1.58
H 2.02 -1.97 -1.65
H 2.05 -2.21 0.15
H 0.46 -1.56 -0.95
C -2.66 -1.32 0.16
H -2.84 -0.44 0.73
H -1.87 -1.00 -0.59
H -3.60 -1.60 -0.39
H -2.54 -2.18 0.81

Summary:
* frontier orbital gap (alpha / beta): 9.2 / 9.2 eV
* LUMO level (alpha / beta): 0.01 / 0.01 eV
* HOMO level (alpha / beta): -9.22 / -9.22 eV

# 11
The following is a quantum chemistry calculation of a cluster of 2 separate species, C4H10N2O2 in total, from the Open Molecules 2025 dataset.

Positions of all 18 atoms, in Å:
C 0.40 -2.17 -1.45
C 0.66 -1.76 -0.01
N 1.98 -1.49 0.28
O -0.22 -1.69 0.81
H 1.14 -1.70 -2.10
H -0.62 -1.89 -1.70
H 0.43 -3.25 -1.56
H 2.60 -1.38 -0.49
H 2.17 -0.92 1.09
C 0.13 2.09 0.87
C -1.34 2.13 0.58
N -1.94 0.85 0.34
O -1.97 3.16 0.49
H 0.50 1.08 0.73
H 0.34 2.47 1.87
H 0.66 2.81 0.23
H -2.90 0.91 0.67
H -2.03 0.77 -0.67

Summary:
* frontier orbital gap: 10.2 eV
* LUMO level: 0.65 eV
* HOMO level: -9.51 eV

# 12
The following is a quantum chemistry calculation of a cluster of 2 separate species, C4H10N2O2 in total, from the Open Molecules 2025 dataset.

Positions of all 18 atoms, in Å:
C -0.74 -2.37 -1.46
C -1.46 -1.12 -1.09
N -2.83 -1.15 -1.30
O -0.96 -0.11 -0.64
H 0.00 -2.53 -0.67
H -0.25 -2.32 -2.43
H -1.40 -3.24 -1.46
H -3.42 -0.51 -0.79
H -3.23 -1.95 -1.74
C 2.45 1.09 1.65
C 1.57 2.31 1.44
N 0.46 2.07 0.68
O 1.82 3.36 1.98
H 2.38 0.42 0.79
H 2.12 0.51 2.51
H 3.45 1.47 1.87
H -0.26 2.78 0.60
H 0.29 1.30 0.04

Summary:
* frontier orbital gap: 9.8 eV
* LUMO level: 0.53 eV
* HOMO level: -9.26 eV

# 13
The following is a quantum chemistry calculation of a structure of composition C4H10N2O2, from the Open Molecules 2025 dataset.

Positions of all 18 atoms, in Å:
C -1.11 -0.87 0.16
C -0.12 0.87 -0.84
C 0.58 0.17 -2.00
C 0.27 -0.09 2.71
H -1.34 -0.64 -1.27
H -0.67 -2.10 0.64
H -2.21 -0.42 0.81
H -1.24 0.64 -1.19
H 0.55 2.04 -0.78
H 0.70 1.01 -2.69
H 0.08 -0.71 -2.43
H 2.48 -0.99 -1.22
H -1.17 1.11 1.63
H 0.99 -1.06 2.79
N 0.09 -0.05 0.26
N -0.15 0.83 1.45
O 2.13 -0.07 -1.85
O 0.13 0.34 3.80

Summary:
* frontier orbital gap: 10.3 eV
* LUMO level: 0.51 eV
* HOMO level: -9.83 eV

# 14
The following is a quantum chemistry calculation of an isolated molecule of C4H10N2O2, from the Open Molecules 2025 dataset.

Positions of all 18 atoms, in Å:
C -1.05 1.89 2.38
N -0.55 1.97 0.99
C -1.34 1.21 0.02
C -0.47 0.51 -1.01
N -0.30 -0.89 -0.70
C 0.87 -1.58 -0.67
O 0.96 -2.71 -0.25
O 1.99 -0.95 -1.16
H -1.89 2.58 2.47
H -0.19 2.03 3.03
H -1.52 0.92 2.60
H 0.42 1.70 1.03
H -2.12 0.59 0.44
H -1.91 1.96 -0.55
H -0.84 0.62 -2.03
H 0.52 0.95 -1.06
H -1.01 -1.44 -0.24
H 2.27 -0.17 -0.66

Summary:
* frontier orbital gap: 9.7 eV
* LUMO level: 0.47 eV
* HOMO level: -9.23 eV

# 15
The following is a quantum chemistry calculation of an isolated molecule of C4H10N2O2, from the Open Molecules 2025 dataset.

Positions of all 18 atoms, in Å:
C 0.32 -1.27 1.64
C 0.50 -1.69 0.12
O -0.40 -2.65 -0.36
C 0.21 -0.44 -0.95
N 0.08 0.81 -0.20
C -0.45 1.91 -0.98
N -0.39 3.16 -0.34
O -0.79 1.63 -2.18
H 1.24 -1.57 1.92
H 0.03 -0.14 1.70
H -0.57 -1.89 2.04
H 1.50 -1.92 -0.07
H -1.20 -2.68 0.13
H 0.94 -0.30 -1.69
H -0.71 -0.83 -1.49
H 0.76 0.96 0.47
H -1.33 3.68 -0.11
H 0.26 3.24 0.34

Summary:
* frontier orbital gap: 10.0 eV
* LUMO level: 0.63 eV
* HOMO level: -9.39 eV

Values for strongest force on any atom, hartree/bohr, ordered as above
0.04076, 0.01119, 0.04130, 0.10327, 0.05983, 0.01964, 0.08925, 0.04158, 0.05846, 0.07157, 0.02095, 0.04168, 0.10859, 0.03998, 0.11293
Values for E_tot, a.u., ordered as above
-342.988202, -343.156403, -343.147107, -343.003710, -342.995142, -343.192883, -342.986607, -342.800625, -418.361035, -418.132571, -418.416162, -418.444872, -418.045066, -418.390360, -418.332729